No. 1
The following is a quantum chemistry calculation of a cluster of 2 separate species, C6H12O2S in total, from the OMol25 dataset.

LUMO (spin up / spin down) = 0.6 / 0.6 eV
DFT total energy = -784.296391 a.u.

The geometry in ORCA input format:
```
! wB97M-V def2-TZVPD RIJCOSX def2/J DEFGRID3
* xyz 0 1
C -2.26 0.62 -0.46
C -1.13 0.67 0.53
C -1.82 -0.71 -1.22
C -1.02 -0.64 1.30
C 2.92 -0.48 0.64
C 2.32 -0.05 -0.69
O 0.02 -0.73 2.22
O 1.79 -0.60 -1.63
S -0.87 -1.81 -0.13
H -3.22 0.60 0.00
H -2.22 1.38 -1.14
H -0.10 0.89 0.07
H -1.26 1.42 1.35
H -2.69 -1.33 -1.68
H -1.15 -0.50 -2.05
H 2.11 -0.19 1.31
H 3.96 0.14 0.77
H 2.97 -1.61 0.72
H 2.29 1.06 -0.70
H 0.32 -1.55 2.64
H 0.17 -1.79 -1.20
*
```

Atom charges from the Löwdin analysis, given in e for atoms 1 to 6:
1 C -0.190
2 C -0.296
3 C -0.399
4 C -0.524
5 C -0.055
6 C -0.348

***

No. 2
The following is a quantum chemistry calculation of a structure of composition C31H51Br2N5O4S2, from the OMol25 dataset.

LUMO = -1.5 eV
DFT total energy = -7730.516179 a.u.

The geometry in ORCA input format:
```
! wB97M-V def2-TZVPD RIJCOSX def2/J DEFGRID3
* xyz 0 1
C 2.63 5.00 0.04
C 2.27 4.13 -0.72
C 1.85 3.08 -1.64
C 0.64 2.29 -1.09
C 0.68 0.86 -1.61
C -0.61 0.06 -1.52
C -0.54 -1.38 -2.06
C -0.50 -1.41 -3.59
C 0.62 -2.28 -4.18
C 1.81 -1.43 -4.61
O 2.92 -2.26 -4.88
C 4.10 -1.92 -4.17
C -1.66 -2.21 -1.28
N -1.11 -3.12 -0.27
C -2.60 -2.93 -2.27
Br -4.18 -2.02 -2.84
C -2.40 -4.10 -2.90
C -3.32 -4.72 -3.90
Br -0.85 -5.15 -2.63
C -2.37 -1.05 -0.53
C -3.58 -1.23 0.40
C -3.49 -1.56 1.90
C -3.44 -0.39 2.88
C -4.67 0.49 2.84
O -4.60 1.56 3.78
N -1.26 -0.11 -0.17
C -0.11 -0.51 0.76
C -0.38 -1.07 2.12
C 0.96 -1.00 2.83
C 1.26 0.47 3.10
C 2.36 0.69 4.12
C 3.46 1.55 3.54
C 2.89 2.94 3.23
S 3.61 3.87 1.84
C 3.69 2.72 0.56
N 3.05 1.63 0.31
N 3.55 1.14 -0.90
C 4.43 2.00 -1.28
O 4.60 3.04 -0.42
N -1.79 1.09 0.42
C -2.59 1.78 -0.22
S -3.55 2.67 -1.04
H 2.87 5.79 0.73
H 2.69 2.40 -1.83
H 1.57 3.56 -2.57
H -0.27 2.79 -1.44
H 0.67 2.31 0.00
H 0.90 0.90 -2.68
H 1.54 0.34 -1.16
H -1.32 0.58 -2.18
H 0.42 -1.79 -1.73
H -1.46 -1.65 -4.03
H -0.28 -0.38 -3.91
H 0.24 -2.79 -5.07
H 0.97 -3.03 -3.48
H 2.06 -0.71 -3.82
H 1.56 -0.86 -5.51
H 4.53 -0.98 -4.54
H 4.82 -2.72 -4.33
H 3.91 -1.82 -3.10
H -1.65 -3.97 -0.24
H -0.16 -3.40 -0.50
H -4.34 -4.76 -3.51
H -3.00 -5.74 -4.13
H -3.32 -4.15 -4.83
H -2.82 -0.52 -1.36
H -4.18 -0.33 0.29
H -4.16 -2.02 -0.07
H -2.70 -2.28 2.13
H -4.41 -2.09 2.14
H -2.57 0.26 2.72
H -3.37 -0.80 3.88
H -4.82 0.93 1.85
H -5.57 -0.08 3.09
H -3.68 1.75 3.99
H 0.60 -1.13 0.21
H 0.37 0.45 0.93
H -1.04 -0.40 2.68
H -0.78 -2.08 2.11
H 0.88 -1.57 3.76
H 1.75 -1.46 2.22
H 1.62 0.93 2.17
H 0.38 1.00 3.47
H 1.93 1.15 5.02
H 2.79 -0.28 4.43
H 3.89 1.07 2.66
H 4.27 1.66 4.27
H 3.11 3.59 4.08
H 1.81 2.94 3.13
H 5.02 1.96 -2.18
C -0.60 3.23 4.48
O -0.03 2.17 5.07
H -1.54 3.00 3.89
H -0.92 4.06 5.16
H 0.05 3.76 3.71
*
```

Atom charges from the Löwdin analysis, given in e for atoms 1 to 6:
1 C -0.046
2 C -0.157
3 C -0.194
4 C -0.164
5 C -0.141
6 C -0.209

***

No. 3
The following is a quantum chemistry calculation of a cluster of 5 separate species, C31H28FN6O16 in total, from the OMol25 dataset.

LUMO = -3.9 eV
DFT total energy = -2829.909419 a.u.

The geometry in ORCA input format:
```
! wB97M-V def2-TZVPD RIJCOSX def2/J DEFGRID3
* xyz 1 1
C 1.25 -0.85 5.48
C 0.86 -2.29 4.93
N 1.81 -2.98 4.31
C -0.57 -3.01 5.09
N -1.67 -2.43 4.27
C -3.04 -2.17 4.74
N -3.49 -2.41 6.00
N -3.88 -1.63 3.70
C -3.04 -1.58 2.52
F -3.35 -1.17 1.23
N -1.75 -2.07 2.97
C -0.65 -2.13 1.97
C 0.12 -0.70 2.07
N 0.90 -0.23 1.13
H 1.65 -0.26 4.57
H 0.41 -0.28 6.00
H 2.18 -0.99 6.16
H 1.38 -3.89 4.02
H -0.54 -4.14 4.93
H -0.88 -2.87 6.19
H -3.61 -3.38 6.31
H -3.69 -1.63 6.64
H -0.99 -2.29 0.89
H 0.12 -2.91 2.29
H -0.03 -0.07 3.02
H 1.22 0.70 1.49
C 0.06 4.27 2.76
C -0.37 5.53 2.73
C 0.10 6.50 1.70
O -0.34 7.63 1.70
C 1.09 6.03 0.73
C 1.53 4.77 0.75
C 1.04 3.80 1.77
O 1.45 2.65 1.75
O 2.46 4.33 -0.14
O -1.27 5.98 3.65
H -0.27 3.55 3.50
H 1.44 6.75 0.00
H 2.61 3.39 0.08
H -1.43 6.92 3.42
C -2.11 -5.36 0.93
C -3.02 -6.30 1.12
C -3.36 -7.29 0.05
O -4.19 -8.15 0.27
C -2.66 -7.17 -1.23
C -1.74 -6.21 -1.42
C -1.39 -5.25 -0.34
O -0.54 -4.40 -0.54
O -1.09 -6.09 -2.61
O -3.70 -6.41 2.30
H -1.85 -4.64 1.70
H -2.92 -7.87 -2.01
H -0.48 -5.33 -2.50
H -4.30 -7.17 2.19
C 2.29 5.12 -5.03
C 2.50 5.36 -3.73
C 3.72 6.06 -3.26
O 3.87 6.29 -2.07
C 4.71 6.46 -4.27
C 4.50 6.22 -5.56
C 3.26 5.54 -6.03
O 3.10 5.34 -7.23
O 5.41 6.58 -6.51
O 1.60 4.97 -2.78
H 1.40 4.61 -5.38
H 5.61 6.96 -3.91
H 5.03 6.30 -7.36
H 1.98 5.26 -1.93
C -1.43 -0.55 -3.75
C -1.10 -0.33 -5.02
C 0.03 -1.05 -5.66
O 0.30 -0.83 -6.83
C 0.80 -2.00 -4.85
C 0.46 -2.22 -3.57
C -0.69 -1.52 -2.94
O -0.97 -1.76 -1.78
O 1.16 -3.10 -2.80
O -1.78 0.57 -5.78
H -2.26 -0.04 -3.27
H 1.63 -2.51 -5.32
H 0.73 -3.08 -1.93
H -1.35 0.55 -6.66
*
```

Atom charges from the Löwdin analysis, given in e for atoms 1 to 6:
1 C -0.052
2 C -0.345
3 N 0.131
4 C -0.050
5 N 0.033
6 C -0.262

***

No. 4
The following is a quantum chemistry calculation of a structure of composition C23H29N3O6S, from the OMol25 dataset.

LUMO = -0.3 eV
DFT total energy = -1906.929359 a.u.

The geometry in ORCA input format:
```
! wB97M-V def2-TZVPD RIJCOSX def2/J DEFGRID3
* xyz 0 1
C 0.71 3.13 -2.97
H 0.05 2.82 -2.17
C 2.04 3.40 -2.49
N 2.80 2.51 -1.67
C 2.48 2.20 -0.51
C 1.68 3.34 0.34
C 1.15 3.15 1.56
C 1.36 1.57 2.21
C 2.15 0.68 1.55
C 2.59 1.04 0.19
N 3.26 0.07 -0.28
C 3.01 -1.26 -0.61
O 3.76 -2.02 -1.55
C 1.49 -1.54 -0.17
C 0.58 -0.80 -0.53
C -0.72 -0.75 0.06
C -0.92 -1.90 0.74
C 0.10 -2.76 1.10
C 1.26 -2.78 0.62
C 2.42 -3.48 0.97
H 3.17 -3.83 0.06
H 2.07 -4.36 1.44
H 3.05 -3.11 1.77
H -0.13 -3.54 1.85
H -1.85 -2.33 1.54
S -2.05 0.29 -0.23
O -1.25 1.59 -0.76
O -2.94 0.25 1.06
N -2.90 0.03 -1.50
C -3.88 -1.16 -1.39
H -4.78 -1.07 -1.83
C -3.12 -2.61 -1.84
H -2.44 -2.83 -1.17
O -2.67 -2.37 -3.27
C -1.73 -1.34 -3.31
H -1.04 -1.67 -2.51
C -2.28 -0.18 -2.83
H -3.28 0.51 -3.51
H -1.59 0.76 -2.75
H -1.51 -1.24 -4.16
H -4.07 -3.20 -1.98
H -4.14 -1.02 -0.16
H 0.70 0.24 -1.17
H 4.32 0.41 -0.92
H 2.35 -0.25 2.04
C 0.47 1.23 3.26
O 0.19 2.09 4.13
O 0.20 0.00 3.19
C -0.62 -0.60 4.50
C -2.00 0.10 4.38
H -2.72 -0.60 4.95
H -2.11 1.01 4.52
H -2.48 -0.30 3.18
H -0.27 -0.08 5.29
H -0.67 -1.51 4.23
H 0.34 3.80 2.23
H 1.51 4.19 -0.06
H 3.11 1.79 -2.06
H 2.76 3.63 -3.29
H 1.88 4.67 -2.07
H 0.36 3.77 -3.64
H 0.77 2.23 -3.58
*
```

Atom charges from the Löwdin analysis, given in e for atoms 1 to 6:
1 C -0.100
2 H 0.064
3 C -0.249
4 N 0.076
5 C -0.187
6 C 0.007

***

Q: What is the DFT total energy in the third record?
A: -2829.909419 a.u.

***

Q: Which of these has the highest DFT total energy?
A: C6H12O2S

***

Q: Which formula does entry 4 have?
A: C23H29N3O6S